(1)
ORCA calculation (the ωB97M-V functional and the def2-TZVPD basis) on a molecular structure, C9H11O3 in a non-equilibrium geometry.

The geometry in XYZ format:
```
23
Properties=species:S:1:pos:R:3:forces:R:3
C -0.92443 -3.01872 2.68058 1.05 -0.58 -0.66
C 0.60107 0.17291 0.29624 0.00 1.15 -1.66
C 0.46900 -1.13103 -0.27046 -0.18 -1.20 0.39
C 0.48078 0.36757 1.68753 -0.76 -0.43 1.03
C 0.13265 -2.15631 0.57157 -0.48 0.09 0.26
C -0.00511 -0.65247 2.47730 1.38 0.31 0.02
C -0.24088 -1.91683 1.91561 0.32 -0.38 0.10
O 0.79445 1.20248 -0.43339 0.23 -0.49 1.42
H 0.65253 1.05566 -1.68478 -0.57 -0.08 -1.94
H 0.58673 -1.35206 -1.32220 0.25 0.47 -0.08
H 0.67138 1.37240 2.03645 0.13 -0.08 0.22
H 0.06672 -3.19334 0.26682 -0.06 0.14 -0.46
H 0.07353 -0.57720 3.55505 -0.74 0.25 0.06
H -0.61752 -3.13834 3.71417 -0.50 0.80 0.41
H -0.61797 -4.00239 2.29937 -0.31 0.26 -0.47
H -1.98596 -2.87911 2.48566 -0.20 -0.24 0.59
C -0.35841 3.28599 -2.56696 0.86 0.28 0.67
C 0.40464 2.16673 -3.31423 -0.05 2.67 -1.06
O 0.47296 0.98502 -2.80011 0.61 -0.86 1.25
O 0.84734 2.51516 -4.40148 -0.15 -1.06 0.54
H -0.70691 3.06608 -1.55406 -0.72 -0.48 -0.45
H -1.06649 3.66779 -3.29699 -0.54 -0.17 0.40
H 0.26990 4.16002 -2.34167 0.42 -0.35 -0.56
```
Positions in Å, forces in eV/Å.

## Properties
Gap between HOMO and LUMO (alpha / beta): 8.84 / 5.67 eV
Multiplicity: 2
HOMO energy (alpha / beta): -0.321 / -0.321 Eh
Molecular weight: 167.18 g/mol
Electronic energy: -575.2080 hartree
Energy relative to the best compared isomer or geometry (same formula, charge and spin): 66.1 kJ/mol

---

(2)
ORCA calculation (the ωB97M-V functional and the def2-TZVPD basis) on C4H6N2O in the gas phase in a non-equilibrium geometry.

The geometry in XYZ format:
```
13
Properties=species:S:1:pos:R:3:forces:R:3
H 2.15256 -1.77395 1.20240 -0.03 0.06 -0.07
N 1.38294 -1.30645 0.73139 0.16 0.11 -0.29
C 1.80573 -0.59733 -0.22680 0.14 -0.15 0.15
O 1.00597 0.11572 -1.03395 0.15 -0.09 -0.01
C -0.39075 -0.01574 -0.81786 -0.18 -0.28 -0.10
C -0.83779 0.70052 0.44021 0.62 0.05 0.02
C -2.30816 0.62072 0.51184 0.66 2.55 -0.39
N -3.19374 1.35079 0.43688 -1.54 -0.77 0.17
H 2.84238 -0.45819 -0.54518 -0.09 -0.05 0.13
H -0.67543 -1.06732 -0.73262 0.17 -0.03 -0.15
H -0.86643 0.41881 -1.70806 0.16 -0.09 0.35
H -0.47804 0.24795 1.34523 0.67 -0.38 0.13
H -0.46250 1.76318 0.41420 -0.88 -0.93 0.06
```
Positions in Å, forces in eV/Å.

## Properties
Gap between HOMO and LUMO: 11.26 eV
SMILES: [H]/N=C/OCCC#N
HOMO energy: -0.393 Eh
Molecular weight: 98.10 g/mol
Electronic energy: -340.7192 hartree
Energy relative to the best compared isomer or geometry (same formula, charge and spin): 198.8 kJ/mol

---

(3)
ORCA calculation (the ωB97M-V functional and the def2-TZVPD basis) on 3 unconnected molecules or ions with the total composition C35H73ClN6O8P2S in a non-equilibrium geometry.

The geometry in XYZ format:
```
126
Properties=species:S:1:pos:R:3:forces:R:3
C -0.74105 -5.71705 2.13191 0.61 0.27 0.11
C -0.17680 -4.30825 2.38410 -0.74 -0.67 0.69
C -1.26299 -3.33891 2.90138 0.15 0.53 -1.22
C -1.49559 -2.15230 1.92173 -0.92 0.01 1.07
C -1.69023 -0.82012 2.67900 1.03 -0.02 -0.86
C -1.34477 0.40109 1.80189 -0.46 0.35 0.71
C -2.55734 1.00436 1.04961 0.14 0.24 0.23
C -3.56916 -0.01572 0.62927 0.12 -0.19 -0.51
C -3.53072 -0.64698 -0.54484 0.40 -0.32 0.16
C -2.45948 -0.38520 -1.57646 -0.95 0.60 -0.54
O -2.39892 -1.40293 -2.55147 0.57 0.06 0.16
C -1.09141 -1.89478 -2.80003 -0.26 -0.18 -0.04
C -4.60726 -1.64986 -0.83506 0.25 0.30 0.33
O -5.08133 -1.77722 -1.93419 -0.12 -0.23 -0.33
C -5.06770 -2.44169 0.35734 -0.04 0.06 0.08
C -5.39296 -3.88978 0.15036 -0.04 -0.03 -0.52
C -6.38013 -4.18642 -1.01253 0.14 -0.42 0.27
O -7.40875 -5.07855 -0.61177 0.24 0.03 -0.31
C -6.94373 -6.39233 -0.36739 -0.46 -0.46 0.70
C -8.07819 -7.39335 -0.63422 0.03 0.45 0.19
C -5.11747 -1.79954 1.53009 -0.09 -0.42 0.10
C -5.53910 -2.51590 2.80245 0.46 0.49 -0.22
C -5.18559 -1.80706 4.12789 -0.53 -0.25 0.01
C -6.31576 -1.94774 5.17533 0.36 -0.23 0.32
C -5.94959 -2.68617 6.48430 -1.27 0.63 -1.08
S -5.00049 -4.18396 6.34199 1.12 -0.02 2.64
O -5.26290 -4.92962 7.53610 -0.67 -0.28 -0.32
O -3.61361 -3.90545 6.13304 -0.20 0.18 -1.29
Cl -5.81374 -5.25051 4.80742 0.03 0.31 -0.07
C -4.72088 -0.36068 1.51748 0.21 0.24 -0.16
O -5.28834 0.50415 2.14622 -0.13 -0.02 0.38
H 0.09289 -6.40865 1.99589 -0.13 -0.14 -0.12
H -1.36488 -5.74759 1.23815 -0.16 -0.03 0.09
H -1.29861 -6.04104 3.01043 -0.15 -0.10 -0.11
H 0.29113 -3.95386 1.46714 0.14 0.20 0.12
H 0.56736 -4.40800 3.17570 0.30 0.09 -0.25
H -1.00062 -2.93876 3.87981 0.01 -0.12 0.07
H -2.22180 -3.85524 2.98644 0.10 -0.16 0.30
H -2.42851 -2.35757 1.39386 0.24 -0.04 -0.44
H -0.68596 -2.04977 1.20080 0.08 -0.01 0.03
H -0.97452 -0.82913 3.50349 -0.15 0.08 0.15
H -2.69469 -0.71643 3.09447 0.02 -0.10 0.12
H -0.99254 1.17633 2.48588 0.09 0.10 -0.15
H -0.49257 0.19873 1.15221 -0.11 -0.22 -0.11
H -3.02925 1.72712 1.71733 -0.20 -0.09 -0.03
H -2.21232 1.57868 0.18829 -0.03 -0.01 -0.03
H -1.49820 -0.17968 -1.10319 0.03 -0.28 0.12
H -2.75354 0.54329 -2.09078 0.17 0.04 -0.01
H -0.94249 -2.81068 -2.22094 0.24 0.02 -0.01
H -1.01166 -2.12361 -3.86212 -0.06 -0.08 0.00
H -0.31233 -1.16702 -2.56218 -0.03 0.03 0.09
H -5.79023 -4.37653 1.03791 -0.03 0.27 0.14
H -4.44315 -4.39134 -0.07105 0.00 -0.04 0.04
H -5.81113 -4.65984 -1.81845 -0.12 0.21 -0.22
H -6.86694 -3.29533 -1.38894 0.00 0.04 0.05
H -6.03921 -6.63385 -0.93428 -0.07 0.19 -0.23
H -6.68902 -6.48961 0.69618 0.30 0.11 -0.06
H -8.91655 -6.83769 -1.05247 0.03 -0.12 -0.24
H -8.43380 -7.81262 0.30586 0.03 -0.20 -0.06
H -7.77472 -8.19311 -1.30485 -0.09 -0.03 -0.03
H -4.99632 -3.46073 2.79747 -0.12 -0.09 -0.05
H -6.59585 -2.77687 2.71948 -0.07 0.15 0.18
H -5.00148 -0.74685 3.99324 0.00 -0.01 -0.17
H -4.25499 -2.24931 4.48222 0.00 0.11 0.18
H -7.19917 -2.44051 4.76992 0.13 -0.05 -0.25
H -6.65266 -0.95397 5.47306 -0.03 -0.02 0.07
H -5.46794 -1.99928 7.17753 0.66 -0.48 0.05
H -6.88392 -2.99337 6.95428 0.11 -0.20 0.12
C 5.63440 2.24839 3.88231 0.33 0.33 -0.37
N 4.68671 1.41469 3.18239 -0.38 -0.05 0.63
C 5.22368 0.08878 2.92813 -0.18 -0.17 -0.35
P 3.48612 1.88422 2.06018 0.36 3.58 4.93
O 2.35894 1.00069 2.51776 0.54 -1.85 -3.26
N 2.68698 3.39021 2.45819 0.65 0.41 -0.09
C 2.75313 3.88112 3.82336 -0.05 0.01 0.08
C 1.31774 3.39092 1.93794 0.05 0.14 0.17
N 4.58386 2.61786 0.90483 -1.14 -2.37 -2.12
C 4.95566 4.01472 1.00246 -0.12 0.44 0.40
C 4.22028 2.30322 -0.49173 0.02 -0.21 -0.01
H 6.50128 2.53055 3.26346 0.00 0.02 0.04
H 6.01543 1.70681 4.75147 -0.02 -0.14 -0.08
H 5.18017 3.15074 4.27994 -0.01 0.00 -0.15
H 5.98710 0.10215 2.13472 0.06 -0.03 0.08
H 4.42949 -0.59583 2.62503 -0.04 0.07 0.00
H 5.66982 -0.32476 3.83398 0.02 0.11 0.04
H 2.53547 3.10582 4.57029 -0.01 0.05 0.05
H 2.03981 4.69663 3.95898 -0.13 -0.08 -0.10
H 3.72770 4.32106 4.03764 -0.01 -0.07 -0.01
H 0.63157 2.80434 2.55690 0.01 -0.04 -0.03
H 1.27250 2.98885 0.92378 0.08 -0.01 0.02
H 0.95740 4.42195 1.89983 0.05 0.03 0.00
H 4.13376 4.69894 0.77093 -0.02 -0.04 0.04
H 5.76177 4.19122 0.28601 -0.01 -0.19 -0.04
H 5.35217 4.26612 1.98501 -0.15 -0.06 0.07
H 3.30849 2.82968 -0.80349 0.08 0.05 -0.12
H 4.04468 1.22912 -0.60345 -0.02 0.03 0.05
H 5.02363 2.57253 -1.17763 0.00 0.10 0.04
C 2.86163 4.80763 -6.33914 0.22 0.18 -0.50
N 3.74230 4.85125 -5.19513 -0.36 -0.50 0.40
C 3.59463 6.09246 -4.45193 0.36 0.11 0.22
P 5.27779 4.13565 -5.01094 -3.88 -3.41 -2.84
O 5.21848 3.67820 -3.58682 2.41 2.36 0.46
N 5.39746 2.57038 -5.78632 -0.40 -0.04 -0.31
C 4.19578 1.83459 -6.15161 -0.18 0.12 -0.11
C 6.31251 1.68147 -5.07241 0.20 0.18 0.14
N 6.06210 4.96879 -6.34490 1.97 1.27 2.41
C 6.02882 4.42697 -7.68828 -0.26 -0.42 -0.25
C 7.43869 5.38087 -6.01337 -0.06 0.08 0.18
H 3.14795 5.51740 -7.13107 -0.03 -0.02 0.00
H 1.84823 5.06352 -6.02150 0.06 0.10 0.12
H 2.78756 3.81460 -6.76947 0.13 0.08 0.00
H 4.04246 6.94412 -4.98613 -0.11 0.03 0.00
H 4.07293 6.01435 -3.47410 0.03 -0.06 -0.04
H 2.54050 6.30881 -4.27281 -0.03 -0.07 -0.10
H 3.45292 1.79627 -5.34345 -0.03 -0.05 -0.03
H 4.45789 0.81097 -6.42387 0.13 -0.01 0.14
H 3.73039 2.25240 -7.04486 0.00 0.00 0.06
H 5.85105 1.21786 -4.19344 0.03 0.03 0.03
H 7.19592 2.22406 -4.73102 -0.02 -0.01 0.02
H 6.65684 0.89466 -5.74713 -0.08 0.02 -0.07
H 6.62389 3.51624 -7.80291 -0.04 -0.01 0.05
H 6.43120 5.18842 -8.36138 -0.01 0.12 0.14
H 5.01342 4.22391 -8.02370 -0.03 -0.10 0.14
H 8.12303 4.52362 -5.95737 0.07 0.06 -0.09
H 7.45815 5.89054 -5.04672 -0.01 -0.04 -0.02
H 7.82184 6.08147 -6.75624 -0.07 -0.03 -0.05
```
Positions in Å, forces in eV/Å.

## Properties
Gap between HOMO and LUMO: 7.87 eV
SMILES: CCCCCCCC1=C(COC)C(=O)C(CCOCC)=C(CCCCS(=O)(=O)Cl)C1=O.CN(C)P(=O)(N(C)C)N(C)C.CN(C)P(=O)(N(C)C)N(C)C
HOMO energy: -0.304 Eh
Molecular weight: 835.47 g/mol
Electronic energy: -3848.7433 hartree

---

Which of these has the lowest molecular weight?
C4H6N2O